Formula: C4H7NOS
Source: the Open Molecules 2025 dataset
Level of theory: ωB97M-V/def2-TZVPD

Properties
E_HOMO, eV: -8.9
Structure (SMILES): O/N=C1/CCCS1
Energy above the lowest of the compared OMol25 structures with the same formula, charge and spin, kcal/mol: 39.7

Positions of all 14 atoms, in Å:
O1 -0.676098 1.451780 2.830785
N1 -1.227264 0.629166 1.871075
C1 -0.485152 0.325355 0.879385
C2 -0.951817 -0.611684 -0.203167
C3 -0.053152 -0.366503 -1.393855
C4 1.367498 -0.175315 -0.849982
S1 1.180745 0.903934 0.608785
H1 0.279042 1.433874 2.746307
H2 -2.011716 -0.476420 -0.424157
H3 -0.816400 -1.653092 0.135991
H4 -0.372918 0.542191 -1.956764
H5 -0.082738 -1.182834 -2.112299
H6 2.028367 0.303433 -1.588729
H7 1.821602 -1.123883 -0.543376

Force components x, y, z for each atom (eV/Å):
O -0.534 0.095 0.156
N 0.274 -0.276 -0.697
C -0.332 0.238 0.640
C -0.057 -0.413 0.135
C 0.123 0.631 -0.729
C 0.078 0.040 -0.362
S -0.194 -0.138 -0.126
H 0.657 0.008 -0.042
H 0.102 0.075 0.112
H -0.056 0.317 0.027
H 0.266 -0.476 0.524
H 0.017 -0.160 0.012
H -0.212 -0.091 0.395
H -0.131 0.150 -0.045

Atomic partial charges in e from the Löwdin method, atoms 1 to 5: -0.073 -0.023 -0.593 -0.192 -0.269

Formula: C20H26F16N2O6
Source: the Open Molecules 2025 dataset
Level of theory: ωB97M-V/def2-TZVPD

Properties
E_HOMO, eV: -9.8
Structure (SMILES): [H]/N=C\COC(=O)N(CCC)CCCC(=O)O.FC(F)C(F)(F)COC(F)(F)C(F)F.FC(F)C(F)(F)COC(F)(F)C(F)F

Positions of all 70 atoms, in Å:
H1 -0.498875 0.670475 1.767180
N1 -1.057081 0.125584 2.448759
C1 -0.785806 -1.196799 2.183672
C2 0.215675 -1.781106 1.026304
O1 0.908639 -0.780102 0.195545
C3 2.358564 -0.898161 0.244396
O2 2.955859 -0.462987 1.389773
N2 3.278252 -1.391449 -0.835487
C4 2.595593 -1.903226 -2.067494
C5 3.170986 -0.992324 -3.347079
C6 2.955476 0.603920 -3.038108
C7 4.373464 -2.304365 -0.331152
C8 5.472748 -2.758903 -1.468139
C9 6.856970 -3.188310 -0.671026
C10 8.042441 -2.050049 -0.723268
O3 8.999161 -2.140828 0.242136
O4 8.126534 -0.938593 -1.700991
H2 -1.310301 -2.009430 2.882735
H3 -0.391151 -2.576146 0.405517
H4 1.067761 -2.392007 1.595015
H5 1.435354 -1.799357 -2.110439
H6 2.837627 -3.038117 -2.339153
H7 4.253046 -1.295710 -3.673029
H8 2.465083 -1.266426 -4.268507
H9 2.354066 1.051078 -3.952723
H10 3.937326 1.206362 -2.822691
H11 2.231332 0.681449 -2.107928
H12 3.860806 -3.279027 0.129270
H13 5.008649 -1.845706 0.567362
H14 5.766654 -1.921835 -2.231085
H15 5.067334 -3.751042 -1.973033
H16 7.203714 -4.242311 -1.094645
H17 6.555572 -3.385512 0.454216
H18 8.928377 -1.039371 -2.294945
F1 -2.655315 -2.198786 -3.806181
C11 -2.643822 -1.510800 -4.971025
F2 -1.794138 -2.184074 -5.797755
C12 -2.186586 -0.068861 -4.793927
F3 -0.894244 -0.001076 -4.378736
F4 -2.210275 0.537036 -6.023034
C13 -3.060715 0.778639 -3.856529
O5 -2.603768 0.904835 -2.506565
C14 -2.955151 -0.171479 -1.638032
F5 -3.880476 -0.950389 -2.247732
F6 -3.589193 0.398680 -0.577949
C15 -1.737161 -0.965056 -1.146410
F7 -1.011814 -1.468804 -2.176751
F8 -2.116346 -2.024990 -0.383412
H19 -3.640834 -1.562692 -5.414598
H20 -3.032093 1.803546 -4.246811
H21 -4.120337 0.498269 -3.904661
H22 -1.074592 -0.332533 -0.547867
F9 -5.006394 1.905720 4.186127
C16 -4.069989 1.374156 5.005214
F10 -4.716836 0.443294 5.762728
C17 -3.408367 2.419835 5.893148
F11 -4.297316 2.978165 6.756378
F12 -2.482596 1.784023 6.678686
C18 -2.669588 3.537052 5.140087
O6 -3.391725 4.757558 4.950321
C19 -4.278030 4.777116 3.832129
F13 -4.026132 3.702703 3.046734
F14 -3.924586 5.866070 3.097195
C20 -5.753337 4.885420 4.240412
F15 -6.126804 3.872049 5.062055
F16 -6.569619 4.825958 3.154341
H23 -3.334825 0.844922 4.394536
H24 -1.817012 3.824133 5.767997
H25 -2.213757 3.182758 4.207125
H26 -5.946077 5.827937 4.761803

Force components x, y, z for each atom (eV/Å):
H -0.174 -0.160 0.326
N 1.467 -5.660 -1.615
C -0.490 3.518 0.677
C 0.691 -1.985 1.993
O 1.869 -1.179 -0.369
C 4.386 1.852 5.901
O -3.838 -2.801 -6.889
N -3.531 -0.559 1.763
C 0.479 -0.036 -2.844
C -1.237 -0.370 -0.467
C -0.818 -0.360 -0.145
C 1.219 -0.790 1.264
C 0.228 -0.661 0.588
C -1.111 0.132 -0.294
C 5.446 -0.401 4.800
O -6.182 0.714 -6.552
O -0.086 -3.173 1.080
H 1.256 1.747 -1.777
H 1.527 1.883 1.063
H -1.935 1.314 -0.969
H 2.200 0.033 0.644
H -0.421 2.330 1.028
H -2.030 0.705 0.869
H 1.561 0.503 1.920
H 1.488 -0.657 1.914
H -1.982 -1.266 -0.455
H 1.563 0.044 -1.827
H 1.180 1.843 -1.079
H -1.847 -0.464 -2.090
H -0.925 -1.658 1.438
H 0.889 2.356 0.659
H -0.168 2.567 0.799
H 1.102 0.596 -2.217
H -1.069 -0.064 1.426
F 0.059 0.045 -0.597
C 0.175 -1.088 -0.544
F -0.050 0.428 0.049
C 0.644 0.767 0.392
F -0.305 -0.284 -0.113
F -0.370 -0.428 0.174
C -0.406 1.032 0.019
O -0.113 -1.905 0.422
C -1.222 1.527 -0.930
F 0.234 0.083 0.865
F 0.728 -0.472 -0.234
C 0.701 -0.007 0.149
F -0.171 0.318 0.396
F -0.953 0.269 -0.450
H -0.041 0.205 0.028
H 0.268 -0.258 0.081
H 0.353 -0.210 0.003
H -0.311 0.139 -0.195
F 0.201 -0.417 0.327
C -0.507 -1.066 -0.182
F 0.257 0.239 0.181
C -0.052 0.808 0.614
F 0.055 -0.280 -0.293
F -0.133 -0.151 -0.526
C 1.002 0.483 0.088
O -1.452 -0.703 -1.113
C 2.167 -0.228 0.209
F -0.445 0.851 -0.141
F -0.612 -0.242 0.400
C -0.928 0.000 0.387
F 0.250 0.585 -0.202
F 0.549 0.063 -0.008
H 0.203 0.158 0.012
H -0.371 -0.048 0.067
H -0.362 -0.096 0.198
H 0.253 -0.008 -0.093

Atomic partial charges in e from the Löwdin method, atoms 1 to 5: 0.033 0.062 -0.133 -0.155 -0.125

Formula: C11H7Cl28F4NOP
Source: the Open Molecules 2025 dataset
Level of theory: ωB97M-V/def2-TZVPD

Properties
E_HOMO, eV: -3.6
Charge: -1
Energy above the lowest of the compared OMol25 structures with the same formula, charge and spin, kcal/mol: 22.9

Positions of all 53 atoms, in Å:
C1 1.251410 -0.162225 1.626687
C2 -0.118459 -0.523013 1.956349
F1 -0.039183 -1.621777 2.839637
C3 -0.913553 -0.783957 0.775813
P1 -2.513190 -0.234482 1.140127
N1 -3.274136 -1.320387 2.231634
O1 -3.401022 -0.545237 -0.200410
C4 -0.864009 -2.137433 0.390245
F2 -1.383750 -3.047408 1.166125
F3 -1.475029 -2.343157 -0.760485
F4 0.356303 -2.576188 0.193467
H1 1.712117 -0.932618 1.083417
H2 1.220048 0.694191 1.032464
H3 1.836205 0.030501 2.494978
H4 -0.558879 0.265474 2.489684
H5 -4.153396 -0.984738 2.568156
H6 -2.671483 -1.641153 2.964670
H7 -3.751598 0.312388 -0.424868
C5 3.895452 -3.167239 3.185617
Cl1 4.662646 -1.671929 2.650458
Cl2 5.041726 -4.496699 2.951988
Cl3 3.486754 -3.054507 4.899067
Cl4 2.458458 -3.455869 2.240225
C6 -0.908944 -6.161471 -1.044339
Cl5 -0.699313 -6.264115 0.693143
Cl6 -2.294797 -5.166136 -1.428722
Cl7 0.567238 -5.477747 -1.753623
Cl8 -1.151432 -7.793732 -1.697833
C7 6.213187 1.468350 0.125933
Cl9 4.702990 1.000273 -0.630390
Cl10 6.368225 3.225038 0.118108
Cl11 6.236018 0.881948 1.785888
Cl12 7.569687 0.767579 -0.757160
C8 -1.823687 -3.644159 -5.486248
Cl13 -1.058031 -2.159814 -6.056607
Cl14 -3.461642 -3.277899 -4.947452
Cl15 -1.894079 -4.809422 -6.817858
Cl16 -0.907705 -4.314409 -4.154548
C9 -2.274844 2.200067 -3.497238
Cl17 -1.413692 3.688657 -3.900122
Cl18 -3.995808 2.567122 -3.311721
Cl19 -2.067769 1.002703 -4.776234
Cl20 -1.618088 1.595272 -1.998901
C10 -0.511235 6.726694 -1.378878
Cl21 -0.726549 5.050013 -0.931345
Cl22 1.053245 7.295207 -0.793949
Cl23 -0.580420 6.910137 -3.140259
Cl24 -1.798339 7.694327 -0.662787
C11 -0.837394 6.188386 3.436000
Cl25 -0.591904 6.465050 5.162759
Cl26 -1.133164 7.732252 2.632318
Cl27 0.595500 5.433826 2.759780
Cl28 -2.217921 5.131789 3.196825

Force components x, y, z for each atom (eV/Å):
C 1.108 -0.009 0.732
C 0.542 0.031 -0.555
F -0.146 -0.659 1.112
C -1.532 0.604 0.747
P -0.479 2.176 0.504
N -0.038 -0.751 -0.543
O -0.619 -0.452 -0.545
C -0.005 0.861 -1.393
F -1.513 -2.324 2.459
F -1.324 -0.299 -2.657
F 3.600 -1.118 -0.505
H 0.708 -1.032 -0.854
H 0.071 1.508 -1.009
H 0.660 0.242 0.936
H -0.678 1.269 1.141
H -0.279 0.237 0.380
H 0.184 -0.229 0.314
H -0.293 0.232 -0.358
C -0.079 -0.098 -0.139
Cl -0.017 0.050 0.040
Cl 0.164 -0.193 0.032
Cl -0.015 0.056 0.117
Cl -0.136 -0.048 -0.031
C 0.026 0.022 -0.012
Cl 0.016 -0.008 0.237
Cl -0.160 -0.116 0.259
Cl 0.045 -0.031 0.124
Cl -0.001 -0.139 -0.101
C -0.058 -0.039 -0.021
Cl -0.158 -0.044 -0.079
Cl 0.001 0.174 0.018
Cl 0.140 0.142 0.164
Cl 0.134 -0.084 -0.098
C -0.055 0.023 0.047
Cl 0.104 0.094 -0.088
Cl -0.136 0.031 0.038
Cl 0.002 -0.079 -0.098
Cl 0.156 0.136 -0.382
C 0.151 0.093 0.144
Cl -0.021 0.109 -0.491
Cl -0.128 -0.010 0.003
Cl -0.018 -0.016 -0.075
Cl 0.021 -0.380 0.309
C -0.033 -0.032 -0.019
Cl 0.005 -0.118 0.161
Cl 0.114 0.096 0.033
Cl 0.069 0.012 -0.043
Cl -0.162 0.146 -0.088
C -0.064 -0.027 0.007
Cl 0.008 0.045 0.163
Cl 0.060 0.118 0.101
Cl 0.207 -0.058 -0.109
Cl -0.146 -0.115 -0.029

Atomic partial charges in e from the Löwdin method, atoms 1 to 5: -0.077 -0.503 -0.069 -0.356 0.729

Formula: C9H14N5
Source: the Open Molecules 2025 dataset
Level of theory: ωB97M-V/def2-TZVPD

Properties
E_HOMO, eV: -11.2
Charge: +1
Energy above the lowest of the compared OMol25 structures with the same formula, charge and spin, kcal/mol: 150.9

Positions of all 28 atoms, in Å:
C1 -2.268603 0.711400 0.980998
C2 -3.277526 1.613883 1.368415
C3 -1.737847 2.873858 2.527433
C4 -0.530372 2.065203 2.147212
C5 -0.891037 0.963836 1.245658
C6 1.825942 -2.373353 -3.490401
C7 0.133219 1.610747 3.529445
C8 1.412759 -3.310041 -4.477631
C9 2.565259 -1.046756 -1.726164
N1 -2.955709 2.659765 2.140980
N2 0.389263 -1.613585 -1.505184
N3 2.716133 -1.783450 -2.922256
N4 -0.023782 0.086922 0.770694
N5 1.435245 -1.035104 -1.111143
H1 -2.299250 -0.172093 0.343146
H2 -4.356358 1.753708 1.072266
H3 -1.688576 3.570991 3.275995
H4 0.592348 -2.301470 -2.254157
H5 1.127912 1.374889 3.363131
H6 0.018829 2.301098 4.249517
H7 -0.406607 0.771332 3.769221
H8 1.402432 -4.322490 -4.076129
H9 0.494844 -2.924447 -4.975086
H10 1.975503 -3.250940 -5.422542
H11 3.464908 -0.622067 -1.364106
H12 1.039706 0.232453 0.761803
H13 0.256133 2.738654 1.693751
H14 -0.414768 -0.572945 0.085132

Force components x, y, z for each atom (eV/Å):
C -0.995 0.428 -0.459
C 0.942 -1.166 -1.901
C -1.371 -2.101 -1.957
C 1.008 1.836 0.630
C -0.006 -0.861 0.722
C 2.286 1.318 0.674
C -1.058 -0.723 -3.824
C -1.359 0.049 -1.900
C 2.059 -0.224 -0.800
N 1.263 1.510 1.776
N -0.553 0.417 0.706
N -2.582 -0.333 0.491
N 0.998 1.429 0.085
N -0.127 -0.256 -0.480
H -1.314 0.221 0.113
H 1.289 -1.396 -0.098
H 0.778 1.986 1.630
H 0.039 -0.668 -0.811
H 1.911 -0.463 -0.200
H -0.299 2.639 2.361
H -0.993 -2.182 1.083
H -0.396 0.014 -0.307
H -0.279 -0.830 1.017
H 0.983 -0.064 0.756
H 0.309 0.475 0.413
H -2.433 -0.446 -0.022
H -0.880 -0.509 0.133
H 0.782 -0.099 0.167

Atomic partial charges in e from the Löwdin method, atoms 1 to 5: 0.033 -0.038 -0.035 -0.201 -0.237